Entry 1:
C23H27ClIO2P2Ti as an isolated structure. Source: the OMol25 dataset; level of theory: ωB97M-V/def2-TZVPD.

Geometry (Å):
C 1.21707 -1.06001 -2.79554
I 1.48418 2.40977 -2.15237
H 0.06301 -0.95787 -2.82668
H 1.45784 -1.91777 -2.10621
H 1.53482 -1.36204 -3.80749
Ti -0.59683 0.48103 -1.73105
P -0.53880 0.81944 -4.35845
C 1.02519 1.15871 -5.23790
C -1.13696 -0.59260 -5.35873
H -2.64044 2.00824 -4.40667
H -1.76877 2.14478 -5.97059
H -1.24697 3.13096 -4.55774
C -1.65764 2.16195 -4.87402
H -2.10253 -0.94429 -4.98621
H -1.24848 -0.27233 -6.40389
H 0.83138 1.18441 -6.31587
H 1.77614 0.39211 -5.03377
H -0.41017 -1.41224 -5.32417
H 1.42168 2.12695 -4.92029
C 1.98578 0.17186 -2.40312
O 3.17198 0.04037 -2.27821
Cl -2.72993 0.10037 -2.11840
O -0.26172 0.08988 0.10357
P -0.09294 -0.16500 1.63260
C -1.46026 -1.17126 2.21960
C -1.80455 -1.10854 3.58218
C -2.91253 -1.80544 4.06838
C -3.68709 -2.55256 3.17710
C -3.34172 -2.64660 1.82101
C -2.21417 -1.97660 1.35071
C 1.47050 -1.00796 1.88267
C 1.73696 -1.53644 3.15957
C 2.92856 -2.21619 3.40674
C 3.83204 -2.40270 2.35601
C 3.57583 -1.88774 1.08106
C 2.41226 -1.15460 0.86091
C -0.07883 1.43427 2.42661
C 1.06998 1.88868 3.09577
C 1.08459 3.15627 3.67584
C -0.04749 3.97079 3.55747
C -1.19018 3.53794 2.86749
C -1.19829 2.26596 2.29735
H -1.22064 -0.49334 4.26554
H -3.16517 -1.75315 5.13302
H -4.57674 -3.06763 3.53699
H -3.95040 -3.23412 1.12512
H -1.92068 -2.05840 0.30487
H 1.01187 -1.40946 3.96496
H 3.13655 -2.59204 4.40857
H 4.74866 -2.95507 2.52602
H 4.27126 -2.04302 0.25229
H 2.24057 -0.69017 -0.10805
H 1.94135 1.24230 3.16047
H 1.96885 3.48924 4.22702
H -0.04583 4.95662 4.01230
H -2.07735 4.17175 2.78096
H -2.07476 1.91253 1.75466

Values from the calculation:
LUMO level (alpha / beta)   -13.043 / -13.042 eV
Frontier orbital gap (alpha / beta)   4.0 / 4.0 eV
Charge   +3
Spin multiplicity   1
E_HOMO (alpha / beta)   -17.04 / -17.04 eV

---

Entry 2:
C23H27F3N2O4S in the gas phase. Source: the OMol25 dataset; level of theory: ωB97M-V/def2-TZVPD.

Geometry (Å):
C -5.15738 2.24999 -1.61683
O -4.25699 2.66051 -0.61854
C -2.92729 2.64696 -0.90686
C -2.37616 2.31278 -2.13177
C -1.00010 2.30956 -2.31181
C -0.15072 2.62447 -1.26739
C 1.34318 2.59543 -1.44009
C 1.89918 1.19980 -1.76680
N 1.58158 0.20353 -0.75900
C 2.41646 -0.24121 0.18422
O 2.17105 -1.13200 0.97167
C 3.79904 0.45724 0.30718
F 3.70732 1.79420 0.44084
F 4.43452 0.01255 1.38753
F 4.60485 0.23046 -0.74210
C 0.31001 -0.50964 -0.89344
C 0.64678 -2.02191 -1.11319
O 1.22939 -2.35000 -2.12346
N 0.20544 -2.84699 -0.16370
C 0.51801 -4.26155 -0.13511
C -0.70993 -5.04923 0.33692
C -0.53754 -5.12247 1.85128
C 0.95742 -5.39169 2.00907
C 1.62108 -4.55927 0.90370
C -0.66498 -0.25264 0.20449
C -0.49276 0.12937 1.49994
C -1.70988 0.21781 2.21493
C -2.78885 -0.09803 1.45889
S -2.34653 -0.51303 -0.14809
C -0.70032 2.97978 -0.03838
C -2.06939 3.00565 0.15674
O -2.68794 3.34530 1.32030
C -1.89437 3.78444 2.39375
H -4.96123 1.22048 -1.93515
H -5.12557 2.91276 -2.48805
H -6.14490 2.30510 -1.16154
H -3.01073 2.05007 -2.96246
H -0.59919 2.05975 -3.28316
H 1.82118 2.97061 -0.53525
H 1.62943 3.25031 -2.26661
H 2.97847 1.27165 -1.89470
H 1.48554 0.84469 -2.71316
H -0.14145 -0.18079 -1.83401
H -0.10688 -2.44489 0.70864
H 0.82110 -4.52359 -1.15063
H -1.63730 -4.56645 0.03190
H -0.68479 -6.05318 -0.08690
H -1.15207 -5.89808 2.30557
H -0.80001 -4.16651 2.30805
H 1.32525 -5.12532 2.99816
H 1.15340 -6.45277 1.84847
H 2.45530 -5.09045 0.44993
H 2.00212 -3.61653 1.29615
H 0.46327 0.33779 1.94290
H -1.77158 0.49922 3.25084
H -3.82226 -0.10770 1.74023
H -0.03415 3.23694 0.76991
H -2.59195 4.02335 3.19485
H -1.20670 3.00349 2.73392
H -1.32340 4.68146 2.13163

Values from the calculation:
LUMO level   0.569 eV
Frontier orbital gap   8.7 eV
SMILES   COc1ccc(CCN(C(=O)C(F)(F)F)[C@@H](C(=O)NC2CCCC2)c2cccs2)cc1OC
Spin multiplicity   1
E_HOMO   -8.08 eV

---

Entry 3:
C23H27F3N4O3S in the gas phase. Source: the OMol25 dataset; level of theory: ωB97M-V/def2-TZVPD.

Geometry (Å):
C 0.76933 4.37769 3.95033
C 0.57147 3.07227 3.18321
N -0.47548 3.11387 2.18714
C -1.85287 3.26913 2.60499
C -2.42545 1.97703 3.17833
S -0.00213 3.77922 0.73769
O -1.16582 3.98003 -0.07312
O 0.88802 4.89540 0.91823
C 0.95499 2.43695 0.02564
C 2.09736 2.76542 -0.69904
C 2.84129 1.79310 -1.33707
C 2.39689 0.48465 -1.21620
C 1.24305 0.15244 -0.46616
C 0.49873 1.14579 0.15936
N 1.06222 -1.20550 -0.51705
C 2.02830 -1.68149 -1.25844
C 2.22164 -3.12140 -1.59262
C 1.42724 -4.08459 -0.69948
C -0.02387 -4.26768 -1.14278
O -0.41045 -5.28964 -1.66658
N -0.78599 -3.18029 -0.86563
C -2.13940 -2.98361 -1.09367
C -2.99127 -3.96912 -1.59201
C -4.33570 -3.69832 -1.76656
C -4.86055 -2.45732 -1.44889
C -4.01002 -1.47842 -0.95087
C -4.55026 -0.11741 -0.61906
F -4.55389 0.70458 -1.68568
F -3.83586 0.50504 0.33380
F -5.81757 -0.15353 -0.17431
C -2.65955 -1.72780 -0.77936
N 2.86684 -0.70569 -1.71742
C 4.05044 -0.85711 -2.52556
C 5.30663 -0.95494 -1.66260
H 1.62226 4.28428 4.61769
H -0.10839 4.61845 4.54461
H 0.95480 5.18255 3.24465
H 1.48864 2.82979 2.63920
H 0.35631 2.25133 3.87406
H -1.95495 4.08159 3.33460
H -2.40074 3.54554 1.70346
H -1.89766 1.67955 4.08138
H -2.35755 1.17612 2.44833
H -3.47285 2.12713 3.42392
H 2.38068 3.80463 -0.74076
H 3.72363 2.04716 -1.90351
H -0.39179 0.93546 0.72707
H 3.28497 -3.35640 -1.49652
H 1.94462 -3.28715 -2.63949
H 1.89430 -5.06915 -0.74624
H 1.44853 -3.72954 0.33133
H -0.26783 -2.35902 -0.51983
H -2.58908 -4.93792 -1.83805
H -4.98574 -4.46747 -2.15390
H -5.91059 -2.24785 -1.57760
H -2.00574 -0.95635 -0.40100
H 3.94267 -1.74947 -3.14613
H 4.11949 0.01158 -3.18582
H 6.18400 -1.04962 -2.29599
H 5.41271 -0.06390 -1.04864
H 5.25699 -1.82005 -1.00538

Values from the calculation:
LUMO level   0.349 eV
Frontier orbital gap   8.9 eV
ΔE to the lowest compared entry with this formula, charge and spin   0.90 kcal per mole
SMILES   CCN(CC)S(=O)(=O)c1ccc2c(c1)nc(CCC(=O)Nc1cccc(C(F)(F)F)c1)n2CC
Spin multiplicity   1
E_HOMO   -8.55 eV

---

Here are the calculated max |F| numbers, same order: 4.985 0.736 1.150 (eV/A).
Here are the calculated M numbers, same order: 607.6 484.5 496.6 (g mol⁻¹).
Here are the calculated DFT total energy numbers, same order: -3332.18417 -2000.91597 -2035.24589 (Eh).